{"formula": "BaCl10O40", "method": "ωB97M-V with the def2-TZVPD basis set", "spin_multiplicity": 1, "charge": -8, "total_energy_ev": -207726.8620, "homo_energy_ev": 4.1583, "de_lowest_kcal_mol": 0.0, "e_lumo_ev": 10.9, "symbols": ["Ba", "Cl", "O", "O", "O", "O", "Cl", "O", "O", "O", "O", "Cl", "O", "O", "O", "O", "Cl", "O", "O", "O", "O", "Cl", "O", "O", "O", "O", "Cl", "O", "O", "O", "O", "Cl", "O", "O", "O", "O", "Cl", "O", "O", "O", "O", "Cl", "O", "O", "O", "O", "Cl", "O", "O", "O", "O"], "coordinates": [[-2.4188, -1.6436, 1.0463], [-0.8952, 1.7423, 0.4296], [0.2809, 2.3910, -0.0615], [-0.9654, 0.4666, -0.1001], [-0.8379, 1.5551, 1.8545], [-1.9779, 2.4967, -0.0621], [9.6771, 3.5369, -1.0910], [8.2854, 3.6677, -0.5509], [10.2685, 4.1903, 0.0026], [10.1526, 2.2427, -1.1623], [9.8691, 4.2272, -2.3515], [5.2166, -3.9378, -6.9049], [4.4565, -2.7732, -7.5671], [5.0250, -5.0134, -7.8137], [6.6242, -3.7542, -6.9364], [4.7539, -4.0913, -5.5550], [-4.0527, 0.2791, 3.8642], [-2.8679, 0.4671, 4.5475], [-3.7608, 0.1012, 2.5085], [-4.7246, -0.9372, 4.2999], [-4.9513, 1.3912, 4.0624], [-8.0006, 1.8249, -0.5491], [-8.7320, 2.6376, 0.3646], [-7.7556, 2.3901, -1.8907], [-6.5979, 1.6497, -0.0859], [-8.6507, 0.6120, -0.6952], [3.7352, 2.3791, 10.3800], [5.0944, 1.9482, 10.2088], [3.1469, 2.2029, 9.0065], [3.0782, 1.6217, 11.3632], [3.6297, 3.7617, 10.5918], [1.4063, -3.5813, 1.8348], [-0.0366, -3.1864, 1.7069], [1.5958, -4.4775, 2.9014], [1.8557, -4.2008, 0.6371], [2.1344, -2.3846, 2.0866], [-2.7227, -2.9640, -2.7026], [-2.1953, -4.2161, -2.0877], [-2.7400, -1.8977, -1.6896], [-1.8073, -2.4774, -3.7049], [-4.1525, -3.1991, -3.1755], [-4.0264, -6.3567, 2.0061], [-3.4212, -6.2746, 3.3059], [-5.3042, -7.0624, 1.9694], [-4.2429, -5.0693, 1.5158], [-3.2461, -7.1699, 1.0498], [0.1800, 7.3456, -7.3963], [-0.0844, 6.7708, -8.6402], [1.5420, 7.4569, -6.9939], [-0.2767, 8.7988, -7.2626], [-0.5630, 6.5132, -6.5138]], "forces_ev_per_angstrom": [[0.983, 0.133, -0.616], [1.961, 3.432, 0.843], [1.013, 0.082, 0.392], [-0.658, -5.496, -2.162], [-0.506, 0.755, 0.627], [-2.094, 0.853, 0.530], [-5.273, 3.688, 2.479], [0.049, -1.612, -3.152], [4.596, 2.093, 1.548], [1.013, -3.833, -0.941], [0.035, -0.165, 0.071], [-2.216, 3.780, -2.213], [1.867, -1.873, 1.827], [-1.375, -2.684, -0.242], [1.983, 1.231, 0.782], [-0.012, -0.687, -0.516], [-4.136, -0.425, 2.104], [2.885, 0.492, 2.048], [0.629, -0.203, -4.026], [0.162, 0.036, 0.295], [0.342, -0.102, -0.208], [7.116, 1.679, -1.503], [-0.965, 1.372, 0.334], [-2.059, 0.723, 0.584], [-2.384, -0.162, 0.695], [-2.239, -3.482, -0.210], [-0.262, -0.944, -7.553], [1.161, -0.031, 1.438], [-0.064, -0.597, 2.449], [-1.006, -1.042, 1.956], [0.316, 2.711, 2.122], [-1.062, 1.962, -1.126], [0.694, -0.638, 0.112], [-0.396, -1.464, 1.872], [-0.167, -0.292, -0.897], [0.406, 0.622, 0.091], [-0.703, -1.414, 0.642], [-1.076, 1.931, -1.027], [-0.599, -0.397, 0.673], [-1.012, -0.762, -0.481], [3.223, 0.572, 0.524], [-0.090, -3.877, -2.309], [-0.092, -0.583, 0.300], [-0.661, 0.170, 1.677], [0.013, 2.940, -0.857], [0.683, 1.162, 1.337], [-1.591, 3.548, 3.998], [0.727, 0.056, -3.989], [1.463, -1.098, -0.726], [-0.330, -2.139, -1.215], [-0.291, -0.020, 1.624]]}